Here is a structure of composition C53H45N6PRuS3 in a non-equilibrium geometry from the Open Molecules 2025 dataset. Energies are from the ωB97M-V functional and the def2-TZVPD basis.

```
109
Properties=species:S:1:pos:R:3:forces:R:3
H -2.053521 1.252361 4.168861 0.0580 0.0616 0.0126
C 0.169027 3.424091 5.538991 -0.0305 -0.0215 0.0299
S -1.124271 1.766616 1.582840 -0.2237 -0.1196 0.2781
H -2.215458 4.334245 1.499167 -0.0931 -0.0705 0.0144
H 1.996516 6.641156 -0.448300 0.0094 -0.0634 -0.0682
H -3.358023 -3.355305 3.979774 0.0804 -0.0133 -0.0225
C 2.494576 -5.007884 -0.060935 -0.0177 -0.0231 -0.0028
C -1.459968 -4.356697 3.848905 0.0154 -0.0020 0.0029
H 0.986522 3.645323 2.248581 -0.0453 -0.0463 0.1556
H 4.443924 -3.463475 -2.406343 -0.0153 -0.0345 0.0211
C -0.989594 -3.345080 -2.146264 0.1059 0.0881 -0.2171
C 1.303502 -0.277604 3.945521 0.0142 0.1012 -0.0623
H -3.592385 0.242390 1.472710 -0.0629 0.0873 -0.0243
H 2.469659 -4.836668 -4.151258 0.0387 0.0358 -0.0393
N 0.198090 -3.923095 -1.736639 -0.0298 0.1193 0.3081
C 1.966805 -1.480240 -4.009042 0.2226 -0.4057 -0.1678
C -3.820391 1.299832 1.470310 0.0371 0.0668 -0.0057
C 2.410371 0.480446 1.893287 -0.0915 -0.0314 0.1819
H 3.075448 4.375726 -3.935926 -0.0401 0.0302 0.0937
C -5.388702 3.124239 1.465571 -0.0272 0.0470 -0.0117
C -2.803068 2.247547 1.472097 0.0363 -0.0036 -0.0386
C 2.413337 -3.802456 -4.472826 -0.0318 -0.0165 -0.1338
N -0.933751 -2.047365 -2.486063 0.0434 0.2091 0.1416
C 2.655038 -2.125443 -6.191327 0.0199 -0.0629 -0.1050
C 3.408957 0.883302 4.042945 -0.0120 0.0044 0.0156
C 2.347695 0.249997 4.685516 0.0582 0.0405 0.0481
H -5.122730 3.750114 -3.181851 0.0773 -0.0189 0.0402
C -3.267223 -3.471834 -2.814848 -0.1436 -0.0728 -0.0209
C 3.442051 0.999069 2.655781 0.0787 0.0385 0.0269
H -3.295204 5.414478 -3.145060 -0.0054 -0.0686 0.0270
H 2.424683 0.544484 0.814824 0.0135 0.0232 -0.0440
H 0.447529 3.838681 6.500524 -0.0177 -0.0245 -0.0394
C 0.835522 3.841996 4.394227 0.0403 0.0557 0.0725
H 0.538137 -5.123239 3.600109 -0.0748 0.0426 -0.0063
H -4.564654 5.114993 1.475930 -0.0132 -0.0609 -0.0097
C -3.035756 3.621551 1.475728 -0.0200 -0.0214 -0.0468
H 5.484305 -6.517554 0.396934 -0.0135 -0.0104 -0.0304
N 0.231980 0.978919 -1.594935 -0.1170 -0.5013 -0.5040
C -1.720359 2.805350 -1.717329 0.0470 -0.0808 0.0621
H 3.256965 6.423699 -2.565207 -0.0304 -0.0488 0.0215
H -2.575080 -1.347913 2.738443 0.0697 -0.1205 0.0555
C -3.961925 2.200693 -2.250776 -0.0609 -0.0248 0.0048
C 2.272089 -1.123499 -5.308155 -0.0666 0.0522 -0.0987
H -2.187400 -5.118414 -1.956317 0.0027 0.0176 -0.0456
C 2.721616 -3.455511 -5.781844 -0.0029 -0.0136 0.0456
H -2.552363 0.849984 -1.338148 -0.0349 0.0252 -0.0102
H 0.478585 -0.784774 4.434555 0.0792 0.0441 -0.0479
C -2.020864 -1.465773 -3.048330 0.1415 -0.0700 0.0596
C -4.349281 4.053580 1.464966 -0.0523 0.0377 -0.0011
C 5.103431 -4.985839 -1.053242 0.0508 -0.0060 0.0185
H 6.116255 -4.985496 -1.433895 -0.0169 0.0114 0.0190
C 3.443654 -5.863922 0.465966 -0.0053 -0.0423 0.0756
H 1.717141 -0.660494 -3.327960 0.1986 0.5357 -0.1401
C -0.549010 2.403556 3.110827 -0.1093 -0.1674 0.0561
C -2.339170 -3.306440 3.613745 -0.0317 -0.0478 0.0540
H 3.028217 -4.221994 -6.483305 -0.0319 0.0504 0.0234
C 1.357089 -0.143022 2.558655 -0.0083 -0.0358 -0.0309
H 4.281905 1.481416 2.169514 -0.0493 -0.0358 0.0492
H 2.215359 -0.094789 -5.643044 0.0144 -0.0650 0.0626
C -5.127516 1.758402 1.468352 -0.0871 0.0174 -0.0224
H 1.332176 -3.138977 2.339627 -0.0771 -0.0077 0.0313
H 4.227984 1.280328 4.630728 -0.0335 -0.0218 -0.0209
H -1.903578 -0.438032 -3.358939 0.0429 0.0816 0.0339
C 0.477543 3.335052 3.154086 0.1149 -0.0472 -0.0496
C -4.160130 3.483290 -2.759364 -0.0180 0.0219 0.0025
C -2.163678 -4.080314 -2.262680 -0.0823 -0.1573 -0.0241
N -0.171328 2.431873 0.561527 0.0334 0.2105 -0.1371
S 0.028012 -0.781649 1.603915 0.1390 -0.0009 0.0666
C 1.073841 4.718693 -0.619895 0.1194 -0.0821 -0.1096
C 2.513841 4.462613 -3.012614 0.0900 0.0589 -0.0739
H -6.415417 3.473096 1.473381 0.0767 -0.0260 0.0049
C -0.142449 -4.305735 3.391603 0.0129 -0.0979 0.0666
H -4.185806 -4.033253 -2.942265 0.0590 0.0223 0.0197
C 2.615953 5.613782 -2.237360 0.0069 -0.0018 -0.0072
H 2.905005 -1.862313 -7.212986 -0.0152 -0.0506 0.0677
C -2.731026 1.845425 -1.729581 0.0060 0.0715 -0.0016
C 4.744741 -5.850488 -0.026689 0.0172 -0.0009 -0.0013
H -4.029988 -1.657934 -3.724674 0.0223 -0.0249 0.0335
C -3.135418 4.422764 -2.738848 -0.1004 0.0228 -0.0531
N 0.560424 -1.240114 0.244908 0.1514 0.0295 -0.5652
C -0.863101 2.487568 5.467061 -0.0013 0.0177 0.0544
C 2.041806 -2.807674 -3.572870 0.2353 -0.0017 -0.0014
H 1.486698 -5.010892 0.340180 0.0289 0.0014 -0.0202
C -0.595446 -2.161467 2.475137 -0.0225 -0.0211 -0.1266
H -1.383507 2.177799 6.364885 0.0377 0.0300 -0.0289
H 1.630765 4.574655 4.463492 -0.0515 -0.0439 0.0092
C -1.895824 4.094313 -2.211564 0.0249 -0.0350 0.0348
H -1.094526 4.823085 -2.203744 -0.0545 -0.0692 -0.0073
H -5.945596 1.048722 1.476193 0.0313 0.0429 0.0072
C -1.238139 1.965896 4.243650 0.0685 0.0916 -0.0438
S -0.170843 2.329283 -1.030961 0.2225 0.1022 -0.0101
C 0.306715 -3.202801 2.690879 -0.0815 -0.0019 -0.0062
H 2.341485 0.152223 5.765164 0.0181 0.0168 -0.0844
H 0.513959 4.798528 0.302957 0.0061 0.0427 -0.0945
C 0.988475 3.576571 -1.417682 -0.0465 0.0269 -0.0816
C 1.905383 5.740955 -1.045327 0.0174 0.0400 0.0187
H 0.195622 -4.908078 -1.521471 -0.0187 -0.1320 -0.0444
H 1.588036 2.525359 -3.204310 -0.0281 0.0754 0.0122
H -4.771288 1.479105 -2.263610 0.0590 0.0628 -0.0219
Ru 0.794052 -0.868403 -1.579907 -0.8042 0.1561 1.8565
H 3.173773 -6.548766 1.260322 0.0189 0.0366 -0.0285
C -3.193336 -2.143400 -3.241116 -0.0346 0.0185 -0.0438
P 1.652902 -3.082547 -1.849353 -0.2144 -0.3932 -0.9894
C 1.686922 3.426279 -2.611575 0.0095 0.0887 0.0729
H -1.800265 -5.222419 4.404126 0.0221 0.0302 -0.0289
C -1.910709 -2.182816 2.921784 0.0294 -0.0438 0.0094
N -1.225558 0.197265 1.557414 0.1050 0.1521 -0.0510
C 2.850130 -4.162970 -1.119126 0.0002 0.3507 0.3320
C 4.162401 -4.129898 -1.599496 0.0183 -0.0327 -0.0576
```
Forces are in eV/Å.

## Properties
energy = -4004.3944 a.u.
spin multiplicity = 5
total charge = +4
maximum force = 2.0 eV Å⁻¹
frontier orbital gap (spin up / spin down) = 7.0694 / 5.9062 eV

Here are the natural (NBO) charges for atoms 1 to 4, given in e:
1 H 0.23
2 C -0.13
3 S 1.90
4 H 0.24